Record 1
{"formula": "C5H11N4O", "method": "ωB97M-V with the def2-TZVPD basis set", "homo_energy_ev": -12.83, "orbital_gap_ev": 9.587, "max_force_ha_per_bohr": 0.0288, "total_charge": 1, "symbols": ["O", "N", "N", "N", "N", "C", "C", "C", "C", "C", "H", "H", "H", "H", "H", "H", "H", "H", "H", "H", "H"], "coordinates": [[0.46440, 1.70695, 1.17819], [2.78491, -1.39134, -0.51328], [-0.11296, -0.74799, 1.84194], [-1.71708, -0.91274, 0.07328], [-0.19613, 2.27467, -0.87561], [1.13966, 0.31445, -0.64065], [2.11673, -0.38066, 0.01887], [0.47273, 1.43170, -0.09974], [-1.03017, -0.88837, 1.04262], [-3.04767, -0.68367, -0.35717], [3.56492, -1.81819, -0.04046], [2.40651, -0.09452, 1.02254], [-3.74491, -1.31092, 0.19932], [-0.63979, 3.07613, -0.45030], [-3.32591, 0.36149, -0.21608], [2.58181, -1.70124, -1.45187], [0.13049, -1.44224, 2.52537], [0.93266, 0.07286, -1.67285], [-3.10320, -0.93957, -1.41399], [-0.16660, 2.21359, -1.87861], [0.48958, 0.85960, 1.70848]], "forces_ev_per_a": [[0.0, 0.4, -0.1], [0.1, -0.2, 0.0], [0.8, 0.3, 1.2], [0.7, -0.2, 0.4], [0.0, 0.2, 0.3], [0.2, 0.1, -0.5], [-0.2, 0.4, -0.1], [0.2, -0.2, -0.1], [-0.6, -0.4, -0.8], [-0.8, 0.0, -0.3], [-0.1, 0.0, 0.0], [0.1, -0.1, 0.0], [0.0, 0.0, -0.1], [0.0, -0.1, -0.1], [0.0, 0.0, 0.0], [0.1, 0.0, 0.1], [-0.2, -0.3, 0.1], [0.0, 0.0, -0.1], [-0.2, 0.1, 0.1], [0.1, 0.0, 0.0], [-0.1, -0.1, -0.2]], "lowdin_charge": [0.116, 0.153, 0.128, 0.089, 0.229, -0.062, -0.143, -0.431, -0.264, -0.073, 0.127, 0.142, 0.097, 0.143, 0.091, 0.129, 0.104, 0.125, 0.085, 0.134, 0.080]}

Record 2
{"formula": "C5H11N4O", "method": "ωB97M-V with the def2-TZVPD basis set", "homo_energy_ev": -12.41, "orbital_gap_ev": 8.706, "max_force_ha_per_bohr": 0.0628, "total_charge": 1, "symbols": ["O", "N", "N", "N", "N", "C", "C", "C", "C", "C", "H", "H", "H", "H", "H", "H", "H", "H", "H", "H", "H"], "coordinates": [[0.55092, 1.07327, 2.01534], [-2.38968, -2.49548, 1.77076], [0.76353, -0.38192, 1.19835], [0.95797, 2.00591, 1.29036], [-0.07455, 0.58708, -1.99225], [-2.62901, -0.67955, 0.01170], [2.31293, 0.54406, -1.49868], [0.78670, -0.47789, -0.00882], [0.86087, 0.33384, -1.08905], [-2.68331, -1.64206, 0.75517], [-2.81487, -3.34482, 1.61662], [0.70076, -1.13950, 1.91546], [0.04340, 1.13987, -2.88780], [2.53380, -0.14600, -2.39300], [1.93045, 2.16852, 1.10343], [0.34670, 2.45864, 0.63277], [2.99847, 0.28625, -0.70289], [-2.64460, -2.22640, 2.71907], [-1.06294, 0.35209, -1.73447], [-3.00520, -0.04601, -0.75501], [2.51766, 1.63012, -1.96708]], "forces_ev_per_a": [[0.0, -1.5, 0.8], [0.2, 1.6, 0.1], [-0.7, -1.7, 2.1], [0.3, 2.0, -1.7], [-2.3, 0.6, -0.6], [-0.4, -0.9, -0.3], [0.4, 1.3, -2.9], [-0.7, 0.2, 0.1], [1.9, 0.4, -1.7], [1.1, 1.3, 0.9], [-0.8, -2.6, -0.5], [0.2, 0.8, -0.8], [0.3, -1.1, 1.8], [-0.3, 0.8, 1.4], [0.6, -0.2, 0.5], [-0.7, -0.1, 0.0], [0.1, 0.2, 0.1], [0.1, 0.6, -0.4], [1.4, 0.3, -0.5], [-0.2, 0.2, 0.1], [-0.6, -2.3, 1.4]], "lowdin_charge": [-0.048, 0.077, 0.151, 0.006, 0.166, 0.062, -0.030, -0.014, -0.376, -0.241, 0.061, 0.179, 0.172, 0.124, 0.128, 0.124, 0.077, 0.114, 0.106, 0.018, 0.144]}